Record 1
C14H23NO4Se3SiSn | ωB97M-V/def2-TZVPD

Last column: Mulliken charge in e.
CARTESIAN COORDINATES (ANGSTROEM)
Sn: -0.413 0.339 -0.486  1.02
O: 2.725 4.015 -0.196  -0.43
C: 1.695 3.198 -0.187  0.00
O: 1.014 2.922 -1.152  -0.51
C: 1.384 2.648 1.162  0.60
C: 1.961 3.132 2.316  -0.64
C: 1.541 2.618 3.541  -0.42
C: 0.529 1.680 3.564  -0.91
C: -0.007 1.252 2.357  0.87
N: 0.436 1.696 1.182  0.29
C: -1.154 0.263 2.306  0.07
O: -1.503 -0.317 3.293  -0.56
O: -1.689 0.156 1.105  -0.51
H: 2.863 4.376 -1.088  0.40
H: 2.710 3.908 2.256  0.54
H: 1.989 2.970 4.461  0.50
H: 0.130 1.266 4.479  0.59
C: -3.858 1.420 -1.201  -1.01
Se: -2.135 2.302 -1.014  0.20
C: -1.761 2.746 -2.865  -0.75
C: -1.276 1.578 -3.706  -0.79
Se: 0.475 0.939 -3.132  0.22
C: 0.341 -0.844 -3.895  -1.04
H: -4.579 2.186 -1.476  0.41
H: -4.099 1.006 -0.226  0.31
H: -3.822 0.636 -1.952  0.38
H: -1.034 3.554 -2.821  0.38
H: -2.690 3.143 -3.276  0.58
H: -1.180 1.903 -4.741  0.51
H: -1.959 0.728 -3.681  0.34
H: -0.558 -1.344 -3.544  0.33
H: 1.217 -1.387 -3.554  0.33
H: 0.347 -0.760 -4.979  0.42
C: -0.384 -3.404 2.533  -0.84
Si: 0.856 -3.885 1.281  0.37
C: 0.401 -5.018 -0.081  -0.97
C: 2.639 -3.587 1.583  -1.02
Se: 0.801 -1.713 -0.405  -0.33
H: -0.489 -4.197 3.282  0.45
H: -1.359 -3.247 2.073  0.29
H: -0.086 -2.491 3.048  0.17
H: 0.565 -6.056 0.227  0.39
H: 1.019 -4.827 -0.958  0.35
H: -0.648 -4.904 -0.351  0.34
H: 3.147 -4.530 1.810  0.38
H: 2.790 -2.902 2.416  0.33
H: 3.108 -3.166 0.692  0.38

Results
relative energy (zero: lowest compared OMol25 entry of this formula, charge and spin): 114.5 kJ/mol
LUMO: -0.2720 Ha
Kohn-Sham gap: 7.3 eV
E: -8610.6229 Eh
total charge: +2

---

Record 2
C21H41INO8 | ωB97M-V/def2-TZVPD

Last column: Mulliken charge in e.
CARTESIAN COORDINATES (ANGSTROEM)
O: 0.122 2.589 -2.014  -0.47
C: 0.372 1.490 -1.644  0.04
O: 0.523 1.124 -0.351  -0.20
C: 1.840 0.607 -0.028  -0.04
C: 1.718 -0.429 1.071  -0.71
C: 1.425 -1.858 0.618  -0.78
I: 2.735 -2.604 -0.889  0.01
C: 0.410 0.315 -2.591  0.43
C: 1.472 0.135 -3.479  0.01
C: 1.472 -0.975 -4.293  -0.57
N: 0.449 -1.843 -4.232  0.10
C: -0.599 -1.691 -3.399  -0.67
C: -0.646 -0.605 -2.555  -0.40
H: 2.293 0.169 -0.919  0.04
H: 2.476 1.438 0.277  0.32
H: 2.606 -0.386 1.702  0.38
H: 0.873 -0.142 1.705  0.27
H: 1.533 -2.536 1.460  0.53
H: 0.402 -1.960 0.263  0.28
H: 2.293 0.836 -3.540  0.50
H: 2.272 -1.195 -4.985  0.44
H: 0.466 -2.654 -4.837  0.30
H: -1.365 -2.452 -3.420  0.45
H: -1.476 -0.469 -1.868  0.78
C: 9.255 -1.074 -2.262  -0.69
O: 8.822 -2.275 -2.877  -0.38
C: 7.713 -2.879 -2.241  -0.60
C: 6.426 -2.610 -2.988  -0.34
O: 6.068 -1.234 -2.974  -0.28
C: 6.413 -0.552 -4.166  -0.81
H: 9.960 -0.599 -2.942  0.25
H: 8.422 -0.392 -2.077  0.29
H: 9.766 -1.284 -1.317  0.33
H: 7.625 -2.536 -1.205  0.34
H: 7.888 -3.959 -2.226  0.38
H: 5.614 -3.159 -2.499  0.23
H: 6.507 -2.970 -4.019  0.33
H: 5.750 -0.843 -4.990  0.28
H: 7.446 -0.747 -4.458  0.38
H: 6.295 0.515 -3.978  0.27
C: -4.291 -0.326 -1.597  -0.83
O: -3.441 0.135 -0.561  -0.43
C: -3.245 1.548 -0.581  -0.10
C: -4.139 2.283 0.391  -0.22
O: -5.502 2.170 0.033  -0.43
C: -6.212 1.218 0.812  -0.45
H: -4.544 -1.362 -1.376  0.24
H: -5.210 0.259 -1.654  0.40
H: -3.787 -0.282 -2.573  0.36
H: -3.404 1.931 -1.594  0.35
H: -2.199 1.725 -0.307  0.11
H: -3.875 3.345 0.366  0.43
H: -3.976 1.916 1.409  -0.07
H: -6.369 1.597 1.825  0.13
H: -5.681 0.265 0.870  0.24
H: -7.178 1.061 0.336  0.29
C: -4.690 0.591 7.371  -0.66
O: -3.669 1.426 6.854  -0.37
C: -3.063 0.929 5.677  -0.73
C: -3.594 1.613 4.436  -0.20
O: -4.964 1.328 4.214  -0.33
C: -5.833 2.369 4.630  -0.90
H: -5.216 1.159 8.136  0.24
H: -5.399 0.294 6.596  0.26
H: -4.262 -0.306 7.832  0.33
H: -3.208 -0.153 5.596  0.37
H: -1.988 1.123 5.752  0.38
H: -3.035 1.245 3.567  0.21
H: -3.433 2.694 4.508  0.36
H: -5.782 3.218 3.940  0.33
H: -5.594 2.712 5.639  0.45
H: -6.846 1.970 4.621  0.25

Results
LUMO: -0.1684 Ha
Kohn-Sham gap: 6.2 eV
E: -1778.7564 Eh
total charge: +1

---

Which of these has the highest total charge? C14H23NO4Se3SiSn

---

Among the records above, which one has the lowest E? C14H23NO4Se3SiSn

---

Repeat the second record exactly.
C21H41INO8 | ωB97M-V/def2-TZVPD

Last column: Mulliken charge in e.
CARTESIAN COORDINATES (ANGSTROEM)
O: 0.122 2.589 -2.014  -0.47
C: 0.372 1.490 -1.644  0.04
O: 0.523 1.124 -0.351  -0.20
C: 1.840 0.607 -0.028  -0.04
C: 1.718 -0.429 1.071  -0.71
C: 1.425 -1.858 0.618  -0.78
I: 2.735 -2.604 -0.889  0.01
C: 0.410 0.315 -2.591  0.43
C: 1.472 0.135 -3.479  0.01
C: 1.472 -0.975 -4.293  -0.57
N: 0.449 -1.843 -4.232  0.10
C: -0.599 -1.691 -3.399  -0.67
C: -0.646 -0.605 -2.555  -0.40
H: 2.293 0.169 -0.919  0.04
H: 2.476 1.438 0.277  0.32
H: 2.606 -0.386 1.702  0.38
H: 0.873 -0.142 1.705  0.27
H: 1.533 -2.536 1.460  0.53
H: 0.402 -1.960 0.263  0.28
H: 2.293 0.836 -3.540  0.50
H: 2.272 -1.195 -4.985  0.44
H: 0.466 -2.654 -4.837  0.30
H: -1.365 -2.452 -3.420  0.45
H: -1.476 -0.469 -1.868  0.78
C: 9.255 -1.074 -2.262  -0.69
O: 8.822 -2.275 -2.877  -0.38
C: 7.713 -2.879 -2.241  -0.60
C: 6.426 -2.610 -2.988  -0.34
O: 6.068 -1.234 -2.974  -0.28
C: 6.413 -0.552 -4.166  -0.81
H: 9.960 -0.599 -2.942  0.25
H: 8.422 -0.392 -2.077  0.29
H: 9.766 -1.284 -1.317  0.33
H: 7.625 -2.536 -1.205  0.34
H: 7.888 -3.959 -2.226  0.38
H: 5.614 -3.159 -2.499  0.23
H: 6.507 -2.970 -4.019  0.33
H: 5.750 -0.843 -4.990  0.28
H: 7.446 -0.747 -4.458  0.38
H: 6.295 0.515 -3.978  0.27
C: -4.291 -0.326 -1.597  -0.83
O: -3.441 0.135 -0.561  -0.43
C: -3.245 1.548 -0.581  -0.10
C: -4.139 2.283 0.391  -0.22
O: -5.502 2.170 0.033  -0.43
C: -6.212 1.218 0.812  -0.45
H: -4.544 -1.362 -1.376  0.24
H: -5.210 0.259 -1.654  0.40
H: -3.787 -0.282 -2.573  0.36
H: -3.404 1.931 -1.594  0.35
H: -2.199 1.725 -0.307  0.11
H: -3.875 3.345 0.366  0.43
H: -3.976 1.916 1.409  -0.07
H: -6.369 1.597 1.825  0.13
H: -5.681 0.265 0.870  0.24
H: -7.178 1.061 0.336  0.29
C: -4.690 0.591 7.371  -0.66
O: -3.669 1.426 6.854  -0.37
C: -3.063 0.929 5.677  -0.73
C: -3.594 1.613 4.436  -0.20
O: -4.964 1.328 4.214  -0.33
C: -5.833 2.369 4.630  -0.90
H: -5.216 1.159 8.136  0.24
H: -5.399 0.294 6.596  0.26
H: -4.262 -0.306 7.832  0.33
H: -3.208 -0.153 5.596  0.37
H: -1.988 1.123 5.752  0.38
H: -3.035 1.245 3.567  0.21
H: -3.433 2.694 4.508  0.36
H: -5.782 3.218 3.940  0.33
H: -5.594 2.712 5.639  0.45
H: -6.846 1.970 4.621  0.25

Results
LUMO: -0.1684 Ha
Kohn-Sham gap: 6.2 eV
E: -1778.7564 Eh
total charge: +1